{"formula": "C18H46O9S7", "method": "ωB97M-V/def2-TZVPD", "species": ["S", "H", "S", "H", "C", "H", "H", "C", "H", "O", "H", "H", "C", "C", "C", "H", "O", "O", "C", "H", "H", "H", "H", "H", "H", "C", "H", "C", "C", "O", "H", "H", "O", "H", "C", "H", "H", "H", "H", "S", "S", "H", "H", "H", "H", "H", "H", "O", "S", "H", "C", "H", "O", "H", "C", "H", "H", "S", "O", "C", "H", "H", "H", "H", "C", "C", "C", "H", "H", "H", "S", "O", "H", "H", "H", "C", "H", "C", "H", "H"], "positions_angstrom": [[-0.1517, 4.5770, -0.1292], [-1.0173, 0.4964, 3.5232], [0.3889, -5.6471, -3.7276], [4.0034, 0.1307, 2.9005], [0.4516, -5.4274, -1.9665], [1.0258, 4.6194, 2.7843], [-0.1901, -0.5102, -1.0052], [2.8791, 1.2247, 0.3602], [2.7016, -0.3321, -6.6552], [-0.7010, -6.5183, -4.0648], [-0.4855, -5.9335, -1.6418], [-1.2612, -4.7704, 3.6897], [2.1385, -0.2969, -5.6848], [0.1210, -3.8652, -4.0530], [2.9740, -0.1889, 2.7025], [1.9300, 4.7827, 0.6421], [0.3693, 3.3699, -0.7671], [1.6647, -5.9869, -4.2894], [0.5360, 5.4766, 2.2340], [-3.1631, 1.2601, -2.5159], [-4.0961, 1.2040, 3.8128], [-1.3857, 5.1524, 3.1611], [-1.4511, 6.1262, 1.6065], [-0.9218, 3.0735, 1.5829], [-1.7543, -3.1384, 3.2338], [-1.2334, 4.1355, 1.2813], [-1.2100, -4.1421, 2.0232], [0.7377, 2.0158, -6.4250], [-0.9891, 5.3153, 2.1314], [1.6946, -4.1532, 2.6436], [-3.4518, 0.0340, 2.7770], [-1.1923, 0.1815, -2.4120], [-2.1002, -1.3951, 5.1409], [-0.4683, 1.3201, -1.2317], [-1.0161, -3.9524, 3.0375], [0.8039, -4.3705, 5.3302], [2.9516, -1.0646, 2.0743], [-4.6006, -0.4933, 4.0687], [1.2924, 1.9710, -7.3344], [0.6102, -3.2174, 3.2348], [-2.5979, -0.0003, 5.1860], [0.1135, -2.6966, 5.4782], [2.2799, 1.7915, -0.2577], [3.8068, 1.7569, 0.5732], [-0.9360, -3.6536, -4.1176], [1.3386, 2.4343, -5.6197], [-0.5426, -3.5445, -1.4799], [-2.1855, 0.8855, 0.8222], [0.4442, 0.3011, -6.0981], [1.0249, -3.6961, -0.7905], [0.4488, -3.8709, -1.7036], [2.5591, 0.0769, -4.7458], [-0.2848, 0.3314, -4.8099], [0.5989, -3.6989, -5.0461], [1.0854, 5.4213, 0.8400], [0.7760, 6.4762, 2.6486], [-0.6372, 1.5348, 5.0400], [-2.4406, 0.3603, -0.5546], [-0.8715, 5.4580, -0.9930], [-0.8360, 0.3354, -1.3670], [0.5687, -2.0767, -2.8579], [1.3511, -5.9248, -1.5733], [-4.1008, 1.7736, -1.0571], [1.9362, -3.2332, -3.1341], [0.8762, -3.1365, -2.9241], [-3.7874, 0.1651, 3.8568], [-3.1245, 1.6825, -1.5106], [-2.2536, 4.1053, 0.8965], [1.8562, -3.0195, 5.0561], [-2.0432, 1.9465, 4.0153], [1.9066, 0.9119, 1.8763], [1.8024, 2.2210, 2.5712], [1.8894, -1.4366, -5.4876], [1.1338, 6.4162, 0.3040], [3.1915, 0.2727, -0.0596], [0.8255, -3.3834, 4.9573], [-0.2240, 2.4815, -6.5474], [-1.4154, 1.0949, 4.3583], [-2.5554, 2.5790, -1.4620], [2.5893, -0.5048, 3.6440]], "forces_ev_per_angstrom": [[-0.929, -2.612, -0.044], [0.046, 0.538, 0.185], [0.028, 0.605, -0.216], [-0.146, 0.252, -0.408], [-0.449, 0.279, 0.572], [-0.791, 1.082, -0.128], [-0.695, 0.993, -0.261], [1.623, -1.439, 1.956], [0.053, 0.459, 1.221], [-0.615, 0.312, -0.067], [0.843, 0.377, 0.185], [0.280, -0.533, 0.157], [-1.351, -2.845, -0.987], [1.014, -0.126, -1.321], [1.444, -0.340, 0.131], [0.726, 0.229, 0.370], [0.238, 0.546, 0.491], [0.719, 0.186, 0.110], [0.690, 0.192, 0.778], [-0.337, 0.410, -0.122], [-0.467, 0.185, 0.532], [-0.038, 0.497, -0.786], [-0.272, 0.930, 0.214], [-0.330, 1.676, 0.046], [0.642, -0.319, 0.390], [0.463, -2.134, -1.499], [0.263, -0.735, -1.457], [0.774, -0.554, 0.239], [0.528, -0.865, 2.368], [-1.709, 1.272, 0.554], [0.347, -0.411, 1.462], [1.032, -0.030, 0.342], [0.492, -0.474, 0.009], [0.897, 0.783, 0.087], [-0.934, 1.702, 1.013], [-0.312, -1.238, 0.133], [0.249, -0.506, -0.289], [-0.645, -0.323, 0.171], [0.452, 0.620, -0.897], [1.334, -1.565, -1.696], [-0.089, 0.603, -0.455], [0.512, -0.577, -0.302], [-1.402, 1.081, -1.455], [-0.117, 0.195, 0.370], [-0.310, 0.070, 0.171], [-0.202, 0.164, 0.020], [-0.927, 0.003, 0.227], [-0.290, 0.069, 0.400], [0.471, -0.260, 0.769], [0.157, 0.202, -0.231], [0.369, -1.723, 1.406], [0.076, 0.459, -0.597], [-0.586, -0.500, 0.645], [-0.522, -0.081, 0.587], [-0.379, 0.982, -2.165], [0.061, -0.802, 0.225], [-0.632, -0.866, -0.618], [1.004, -0.528, 0.816], [-0.370, 1.191, -0.446], [-1.257, -1.664, -0.820], [0.348, -0.418, -0.243], [-0.423, 0.134, -0.128], [-0.416, 0.403, -0.279], [0.247, 0.180, 0.121], [-0.485, 0.085, -1.148], [0.334, 0.498, -1.789], [-0.400, -1.164, -0.161], [0.106, -0.159, -0.103], [-0.233, 0.042, 0.346], [0.606, -0.530, -0.084], [-0.881, 0.657, -1.164], [0.156, 0.341, 0.371], [0.522, 2.140, -0.280], [0.360, -1.005, 0.748], [-0.346, -0.168, -0.278], [0.065, 2.125, 0.830], [-0.256, 0.245, -0.027], [0.189, 0.734, 0.392], [0.563, 0.735, 0.071], [-0.781, 0.027, 0.724]], "mulliken_charge": [0.98, 0.07, 1.20, 0.36, -0.71, 0.13, 0.13, -1.07, 0.40, -0.68, 0.35, 0.35, -0.70, -0.79, -1.23, 0.34, -0.65, -0.65, -0.39, 0.49, 0.41, 0.30, 0.36, -0.01, 0.24, -0.18, 0.35, -0.95, -0.80, -0.73, 0.10, 0.32, -0.54, -0.26, -0.96, 0.43, 0.42, 0.43, 0.40, 0.78, 0.29, 0.29, 0.19, 0.37, 0.39, 0.26, 0.28, -0.38, 0.40, 0.37, -0.74, 0.30, -0.52, 0.37, -0.70, 0.39, 0.43, 0.35, -0.72, 0.02, 0.03, 0.39, 0.38, 0.33, -0.11, -0.85, -1.08, 0.45, 0.30, 0.17, 0.94, -0.70, 0.02, 0.37, 0.43, -1.02, 0.33, -0.51, 0.18, 0.31], "homo_lumo_gap_ev": 9.11, "energy_ha": -4177.66585, "largest_force_ev_per_a": 3.300, "e_lumo_ev": 0.32, "total_charge": 0}


{"formula": "C20H23N2O9PS", "method": "ωB97M-V/def2-TZVPD", "species": ["C", "C", "H", "C", "C", "O", "S", "C", "H", "H", "H", "C", "O", "O", "H", "H", "H", "O", "H", "O", "H", "H", "H", "C", "C", "H", "H", "N", "C", "O", "C", "H", "N", "P", "H", "C", "H", "O", "H", "H", "C", "C", "O", "H", "C", "C", "H", "C", "C", "H", "H", "C", "C", "H", "O", "C"], "positions_angstrom": [[-0.7220, -0.6104, -1.7130], [0.5128, 2.9393, 1.2616], [6.3179, -1.3760, 0.8572], [4.4617, -0.6657, -0.2739], [-3.0569, -2.4585, 0.7437], [-0.7399, -3.9637, -1.4480], [-3.1641, 0.3499, 3.3730], [-0.3023, 2.0085, -2.2954], [1.6653, -0.0686, -1.1671], [0.4600, -2.2001, -2.8103], [-3.2767, 2.7870, 2.0879], [5.2152, -1.1768, 1.0338], [1.5817, 2.5455, 2.1600], [2.8163, -2.4399, -0.0121], [1.9568, 3.5640, -0.2919], [0.0011, 0.3113, 1.0926], [-5.6544, -0.1712, 2.4861], [2.7692, -1.5827, -2.0711], [-0.9871, 2.4101, -3.1082], [-4.6795, -5.6664, 0.9599], [4.0680, 0.3780, -0.0504], [5.2641, -0.5311, -1.0660], [0.6751, 1.7204, -2.7671], [1.4600, 1.2205, 2.6054], [0.0311, 3.2708, -1.3515], [1.4173, 1.8057, -0.4545], [0.1823, -0.6576, -3.7752], [-3.6147, -4.2121, -0.6372], [0.8457, 0.0305, 1.7811], [-3.8462, -2.4258, 1.6513], [1.7796, -0.5383, -2.1948], [0.4039, -0.6826, 2.5466], [-2.5105, -3.6135, 0.0250], [-3.9725, 0.8162, 1.6471], [1.5962, -0.5681, 1.1939], [0.3646, -1.0825, -2.7425], [2.1466, 0.2727, -2.8861], [-5.4429, 0.0577, 1.5526], [4.7779, -2.1118, 1.4776], [-2.2607, 2.3689, -0.3163], [1.0745, 2.8586, -0.2173], [-4.1311, -5.1182, 0.0949], [1.9052, 0.9685, 3.7071], [0.2670, 4.0351, 1.4476], [-1.0217, 0.8542, -1.5146], [-1.4750, -1.6053, -0.9089], [-0.4468, 2.3747, 1.4308], [3.3020, -1.6058, -0.7475], [-2.4792, -1.1502, 0.1034], [0.5479, 4.0321, -2.0196], [5.1820, -0.3890, 1.8519], [-2.0439, 1.2852, -0.4869], [-2.7610, 0.2852, 0.3444], [-0.8979, 3.7802, -0.9662], [-4.1198, 2.5059, 1.6680], [-1.4420, -3.1646, -0.8906]], "forces_ev_per_angstrom": [[-1.408, 0.339, 0.766], [0.306, 1.091, -1.307], [-1.382, 0.237, -0.087], [0.847, 0.339, -0.079], [0.176, 2.492, -0.054], [-0.682, 1.242, 0.233], [-0.039, 0.218, -0.550], [-0.526, 0.970, 0.471], [-0.207, -0.482, -1.253], [-0.396, 1.115, 0.201], [-0.707, -0.178, -0.002], [0.179, 0.127, 0.683], [-1.721, -1.517, -0.300], [0.872, 1.339, -0.737], [-0.877, -0.978, 0.294], [0.953, -0.140, 0.590], [0.260, 0.070, -0.554], [0.562, 1.214, 0.918], [0.756, -0.734, 0.779], [0.320, -0.466, -1.612], [0.138, -1.280, -0.499], [-1.353, -0.203, 0.559], [-1.150, -0.031, 0.443], [0.829, -0.719, 1.477], [0.730, -0.299, -0.588], [-0.221, 1.204, 0.498], [0.070, -0.465, 1.227], [-0.951, -2.828, 0.095], [-0.911, -0.021, 0.064], [0.691, -1.191, -1.134], [-0.304, 0.660, -0.005], [0.650, 0.986, -0.852], [0.192, 2.102, 0.701], [0.475, -0.141, 2.776], [-0.434, 0.882, 0.685], [0.677, 0.623, 0.863], [-0.087, -0.904, 0.621], [1.606, 1.725, -0.578], [0.246, 0.945, -0.653], [0.184, -1.235, -0.339], [-0.653, 0.144, -0.151], [0.428, 2.401, 1.267], [-0.390, 0.493, -1.586], [0.463, -1.338, 0.092], [-1.110, -1.258, 1.661], [-0.854, 2.693, 1.082], [1.119, 0.282, -0.176], [-0.613, -1.573, 0.676], [1.904, 0.013, -1.800], [-0.770, -0.876, 0.736], [-0.083, -0.912, -1.051], [0.600, -2.959, -0.439], [0.712, -0.644, -2.527], [0.962, -0.626, -0.275], [0.263, -2.202, -1.198], [-0.337, 0.252, -0.072]], "nbo_charge": [0.03, -0.08, 0.22, -0.54, 0.68, -0.47, -0.64, -0.45, 0.18, 0.28, 0.51, -0.63, -0.52, -0.54, 0.23, 0.22, 0.53, -0.55, 0.24, -0.42, 0.24, 0.24, 0.22, 0.79, -0.40, 0.20, 0.23, -0.46, -0.75, -0.49, -0.06, 0.27, -0.36, 1.79, 0.25, -0.48, 0.18, -0.95, 0.24, 0.24, -0.44, 0.90, -0.55, 0.20, 0.00, -0.06, 0.19, 0.81, -0.09, 0.22, 0.22, -0.18, -0.40, 0.20, -0.96, 0.68], "homo_lumo_gap_ev": 7.65, "smiles": "CCC(=O)OCCc1c(CCCCOC(C)=O)cc(P(O)(O)=S)c2c1C(=O)N(N=C=O)C2=O", "energy_ha": -2302.03396, "largest_force_ev_per_a": 3.051, "e_lumo_ev": -1.28, "total_charge": 0}


{"formula": "C10H21ClNO2P2SV", "method": "ωB97M-V/def2-TZVPD", "species": ["C", "H", "C", "S", "C", "H", "H", "H", "H", "V", "H", "C", "H", "O", "H", "H", "Cl", "H", "H", "N", "H", "H", "H", "C", "C", "C", "H", "C", "H", "H", "H", "P", "H", "H", "H", "O", "P", "C", "C"], "positions_angstrom": [[0.7042, -0.1681, -3.0971], [-1.7956, 4.2771, 0.9464], [0.9880, 3.3288, 1.3841], [-1.4292, 0.0215, 2.2239], [1.2773, -3.0600, 1.7559], [-1.4165, -4.2778, 1.3229], [-1.7431, -2.8848, 2.4021], [0.9015, 4.4109, 1.1669], [1.2360, -4.1702, 1.7303], [-0.3117, 0.0518, 0.2667], [0.6976, 2.5080, -1.7940], [-1.5476, -3.1887, 1.3647], [-2.4135, -2.9054, 0.7608], [1.5800, -0.1190, -2.3296], [1.1856, -2.6675, -1.3816], [-2.6935, 2.7860, 0.5451], [-1.3449, -0.2193, -1.7676], [-1.9802, 2.9539, 2.1533], [0.2904, -4.1399, -0.8516], [0.8695, -0.0090, 3.9989], [-0.5368, -2.7808, -1.7142], [0.0403, 4.0793, -1.2404], [-0.3464, -1.1428, -4.5232], [-0.1391, 3.0130, -1.3059], [0.2169, -0.2063, -4.4427], [0.2395, -3.0573, -0.9841], [0.8853, 3.1652, 2.4745], [-1.8391, 3.1915, 1.0907], [1.9904, 2.9683, 1.1012], [1.1878, -2.7233, 2.8074], [2.2601, -2.7210, 1.3863], [-0.2962, 2.4776, 0.4234], [-1.0304, 2.7766, -1.8978], [-0.5444, 0.5892, -4.5010], [0.9101, -0.1143, -5.2743], [2.5319, 0.1974, 1.2118], [-0.0414, -2.4000, 0.6766], [1.4665, 0.1529, 0.6983], [-0.0090, 0.0068, 3.2125]], "forces_ev_per_angstrom": [[4.312, 0.274, 2.167], [-0.090, -0.148, 0.074], [0.477, 0.097, -0.018], [0.938, 0.189, 1.166], [0.428, -0.078, -0.115], [-0.047, 0.211, 0.000], [0.295, -0.028, -0.328], [0.136, -0.478, 0.177], [0.040, 0.650, -0.012], [-3.606, -0.594, -0.610], [0.170, 0.248, 0.189], [0.015, 0.059, -0.395], [0.010, -0.104, 0.050], [-3.201, -0.181, -2.474], [-0.007, -0.307, 0.274], [-0.019, 0.108, -0.010], [0.174, 0.083, -0.738], [0.286, 0.074, -0.301], [0.130, -0.050, -0.492], [-1.976, 0.039, -2.174], [0.051, -0.296, 0.589], [0.036, 0.300, -0.523], [-0.041, -0.031, -0.121], [-0.056, -0.041, 0.085], [-2.083, 0.042, -0.070], [0.086, -0.370, -0.212], [-0.190, -0.004, -0.590], [-0.021, -0.097, -0.337], [-0.324, 0.281, 0.026], [-0.194, -0.067, -0.616], [-0.316, -0.242, 0.145], [-0.259, 0.367, 0.720], [0.009, 0.247, 0.345], [0.117, -0.163, -0.130], [0.749, 0.046, 0.465], [-4.856, -0.149, -2.877], [-0.123, 0.003, 0.846], [8.058, 0.179, 3.937], [0.890, -0.070, 1.888]], "nbo_charge": [0.94, 0.27, -0.95, 0.05, -0.95, 0.27, 0.28, 0.27, 0.27, 0.52, 0.23, -0.93, 0.25, -0.33, 0.24, 0.26, -0.35, 0.28, 0.27, -0.24, 0.26, 0.27, 0.33, -0.94, -0.81, -0.96, 0.29, -0.93, 0.26, 0.29, 0.26, 1.00, 0.27, 0.33, 0.34, -0.36, 1.02, 0.42, 0.00], "s2": 2.028, "homo_lumo_gap_ev": [6.38, 6.82], "energy_ha": -3083.35637, "largest_force_ev_per_a": 8.970, "spin_multiplicity": 3, "e_lumo_ev": [-8.73, -8.71], "total_charge": 2}